# 1
C4H6O3S in the gas phase in a non-equilibrium geometry, computed with wB97M-V/def2-TZVPD.

The calculation puts the total energy at -779.78774 a.u. The energy above the lowest of the compared OMol25 structures with the same formula, charge and spin comes out at 89.4 kcal/mol. Its SMILES is C#CCS(=O)(=O)OC. The lowest unoccupied orbital energy comes out at 0.63 eV. For the frontier orbital gap, the calculation gives 11.018 eV. The HOMO energy comes out at -10.39 eV.

```
14
Properties=species:S:1:pos:R:3:forces:R:3:mulliken_charge:R:1
C 3.122 0.206 0.818 0.01 -0.35 0.28 0.076
C 2.309 0.494 0.005 2.36 -0.19 1.07 -0.397
C -2.459 -0.098 0.415 1.19 0.50 2.97 -0.787
C 1.301 0.724 -0.878 -2.85 -1.91 -1.27 -0.651
O -0.766 -1.110 -1.473 0.82 -0.45 -0.65 -0.641
O 0.195 -1.376 0.793 0.52 0.79 -0.94 -0.581
O -1.181 0.621 0.161 -0.25 -1.26 0.02 -0.325
S -0.101 -0.538 -0.343 -1.44 1.05 0.38 1.211
H 3.658 -0.264 1.572 0.91 -0.15 0.78 0.439
H -3.273 0.576 0.665 0.59 0.59 0.41 0.269
H -2.287 -0.856 1.236 -0.28 1.00 -0.78 0.300
H -2.802 -0.587 -0.411 -0.40 -1.38 -2.51 0.386
H 1.515 0.630 -1.948 -0.28 -0.15 0.32 0.364
H 0.768 1.577 -0.612 -0.90 1.90 -0.09 0.335
```
Positions in Å, forces in eV/Å.

=====

# 2
C4H7NO in the gas phase, computed with wB97M-V/def2-TZVPD.

The calculation puts the total energy at -286.52260 a.u. The energy above the lowest of the compared OMol25 structures with the same formula, charge and spin comes out at 68.4 kcal/mol. Its SMILES is O=CCN1CC1. The lowest unoccupied orbital energy comes out at 1.00 eV. For the frontier orbital gap, the calculation gives 9.925 eV. The HOMO energy comes out at -8.93 eV.

```
13
Properties=species:S:1:pos:R:3:forces:R:3:mulliken_charge:R:1
O -2.927 -0.168 1.192 0.71 -0.02 -0.49 -0.474
C -1.915 -0.229 0.533 -0.80 0.10 0.33 0.041
C -0.662 0.579 0.818 -0.09 -0.02 0.08 -0.364
N 0.394 -0.106 0.159 0.03 -0.55 0.32 -0.104
C 0.730 -0.453 -1.170 -0.01 -0.15 -0.27 -0.521
C 1.751 0.060 -0.180 0.33 0.03 0.07 -0.416
H -1.833 -0.915 -0.347 -0.08 0.19 0.28 0.302
H -0.472 0.501 1.895 -0.15 0.27 -0.12 0.289
H -0.836 1.639 0.568 0.05 -0.07 -0.12 0.289
H 0.500 0.199 -2.018 -0.02 0.05 0.25 0.253
H 0.655 -1.517 -1.387 0.19 0.12 -0.16 0.243
H 2.416 -0.621 0.343 0.16 0.00 -0.26 0.219
H 2.200 1.030 -0.406 -0.31 0.06 0.10 0.243
```
Positions in Å, forces in eV/Å.

=====

# 3
A molecular structure, C35H28EuF6N7O2P2S3Se in a non-equilibrium geometry, computed with wB97M-V/def2-TZVPD.

The expectation value of S² is 15.809. The calculation puts the total energy at -7472.92207 a.u. The energy above the lowest of the compared OMol25 structures with the same formula, charge and spin comes out at 0.0 kcal/mol. Its total charge is -1. The spin multiplicity is 8. The lowest unoccupied orbital energy (alpha / beta) comes out at 0.77 / 0.70 eV. For the frontier orbital gap (alpha / beta), the calculation gives 5.819 / 5.755 eV. The HOMO energy (alpha / beta) comes out at -5.05 / -5.05 eV.

```
85
Properties=species:S:1:pos:R:3:forces:R:3:mulliken_spin:R:1
Eu 1.387 0.030 -0.569 -0.32 -1.38 -0.21 6.245
O 1.626 -3.245 2.471 0.05 0.13 -0.09 0.000
C 0.943 -2.392 1.892 -0.16 -0.16 0.12 -0.021
O 1.221 -1.891 0.754 -0.02 0.15 -0.13 -0.010
C -0.350 -1.932 2.581 -0.09 -0.14 0.06 0.033
P -1.147 -0.426 1.876 0.25 0.17 -0.29 0.067
C -2.855 -0.998 1.574 -0.04 -0.02 0.19 0.024
C -3.979 -0.344 2.068 -0.02 0.03 0.02 0.005
C -5.250 -0.736 1.674 -0.03 -0.01 0.00 -0.002
C -5.415 -1.781 0.778 -0.04 0.01 0.01 0.005
C -4.301 -2.453 0.298 -0.01 -0.02 -0.04 -0.003
C -3.033 -2.071 0.701 -0.01 -0.12 -0.01 0.014
C -1.371 0.775 3.234 0.10 -0.14 0.19 -0.047
C -1.820 2.047 2.884 -0.03 0.02 -0.07 0.014
C -1.979 3.033 3.843 -0.04 0.10 0.02 0.004
C -1.686 2.771 5.172 0.01 0.01 0.06 0.003
C -1.238 1.510 5.534 0.01 0.00 0.00 -0.002
C -1.082 0.524 4.572 -0.04 -0.05 0.00 0.003
H -0.152 -1.860 3.650 0.01 0.03 -0.04 0.001
H -1.063 -2.755 2.472 0.05 0.02 0.00 -0.004
H -3.877 0.484 2.756 0.03 0.00 -0.01 0.000
H -6.112 -0.208 2.064 -0.02 -0.01 -0.01 0.000
H -6.405 -2.067 0.447 -0.01 0.00 0.01 0.000
H -4.409 -3.253 -0.424 -0.01 -0.01 -0.01 0.000
H -2.178 -2.586 0.282 -0.01 0.03 0.04 0.005
H -2.051 2.279 1.853 -0.02 -0.03 0.02 0.004
H -2.326 4.013 3.542 -0.01 0.02 0.01 0.000
H -1.802 3.544 5.920 0.00 0.02 0.01 0.000
H -1.006 1.287 6.568 0.00 0.02 0.02 0.000
H -0.733 -0.450 4.888 -0.01 -0.02 -0.02 0.000
S -0.628 -1.765 -1.692 0.26 0.45 0.24 -0.050
C -0.649 -0.737 -3.081 -0.08 -0.02 -0.14 0.001
S 0.681 0.337 -3.266 -0.02 0.10 0.19 -0.062
C -1.716 -0.758 -3.968 0.25 -0.02 0.36 0.013
C -2.841 -1.585 -3.728 -0.22 -0.19 -0.03 0.001
N -3.777 -2.238 -3.555 -0.03 0.00 0.07 0.000
C -1.782 0.102 -5.089 0.01 0.22 -0.28 0.001
N -1.865 0.792 -6.009 -0.01 0.00 -0.02 0.000
N 3.664 -0.637 0.650 -0.06 0.10 0.04 -0.003
N 3.662 -1.152 1.967 0.05 -0.05 0.06 -0.001
C 2.912 -0.529 2.901 -0.11 0.10 0.00 0.002
N 2.893 -1.139 4.114 0.03 -0.12 -0.01 0.000
S 2.081 0.897 2.637 0.00 0.02 0.00 -0.002
H 3.963 -1.385 0.033 0.01 -0.02 -0.04 0.000
H 4.351 0.111 0.603 0.08 0.00 -0.02 0.000
H 3.644 -2.165 2.004 -0.02 -0.03 0.03 0.000
H 2.965 -2.149 4.111 0.01 0.02 0.00 0.000
H 2.193 -0.770 4.734 -0.02 0.03 0.02 0.000
F 3.439 0.672 -1.754 0.12 0.23 -0.06 -0.003
P 3.706 2.316 -1.456 -0.03 0.03 -0.03 0.001
F 4.321 2.490 -2.904 -0.02 -0.04 0.10 0.000
F 3.015 1.974 0.017 0.14 0.31 -0.03 0.003
F 2.209 2.567 -1.994 0.16 0.13 -0.03 0.002
F 3.889 3.839 -1.059 0.01 -0.07 -0.02 0.000
F 5.135 1.916 -0.838 -0.08 -0.01 -0.02 0.000
C -4.557 2.417 -1.668 -0.04 0.07 0.00 0.004
C -4.096 1.103 -1.470 0.03 -0.14 -0.05 -0.001
C -2.831 0.865 -1.011 0.13 -0.06 -0.10 0.014
C -1.968 1.942 -0.716 -0.04 0.62 0.02 0.170
C -0.658 1.865 -0.210 0.10 -0.60 0.23 0.433
C 0.129 2.856 0.255 -0.71 0.42 -0.29 0.025
C -0.393 4.175 0.058 0.41 -0.01 0.16 0.068
C -1.622 4.368 -0.488 -0.02 -0.06 0.01 -0.024
C -2.446 3.277 -0.877 -0.06 -0.04 -0.01 0.001
C -3.751 3.482 -1.379 0.03 -0.06 0.02 -0.001
H -5.556 2.579 -2.054 0.00 0.01 -0.01 0.000
H -4.732 0.259 -1.704 -0.02 0.00 -0.01 0.000
H -2.475 -0.148 -0.879 0.02 0.10 -0.12 0.025
H 1.085 2.719 0.739 0.00 0.01 0.03 0.030
H 0.210 5.019 0.370 0.00 0.01 -0.03 0.011
H -2.010 5.372 -0.610 0.00 0.01 -0.02 0.002
H -4.094 4.499 -1.528 -0.02 0.01 0.00 0.002
Se 1.954 -3.732 -1.392 0.06 0.14 0.19 0.000
N 2.757 -2.186 -1.766 0.28 -0.18 -0.38 -0.003
C 3.673 -2.454 -2.710 -0.03 0.20 0.04 0.000
C 4.540 -1.509 -3.354 -0.15 0.00 0.14 -0.001
C 5.417 -1.947 -4.290 0.03 -0.04 -0.04 0.001
C 5.510 -3.324 -4.666 0.03 0.09 -0.01 0.000
C 4.705 -4.249 -4.097 -0.04 -0.04 0.03 0.000
C 3.765 -3.831 -3.107 0.07 -0.10 -0.11 0.000
N 2.934 -4.664 -2.502 -0.12 -0.15 0.11 0.000
H 4.466 -0.466 -3.107 0.02 0.03 -0.02 0.000
H 6.061 -1.230 -4.783 0.00 0.02 0.01 0.000
H 6.229 -3.613 -5.422 0.00 -0.02 -0.01 0.000
H 4.737 -5.295 -4.365 0.01 -0.03 -0.01 0.000
```
Positions in Å, forces in eV/Å.

=====

# 4
2 unconnected molecules or ions with the total composition C2H3BrClNO3 in a non-equilibrium geometry, computed with wB97M-V/def2-TZVPD.

The calculation puts the total energy at -3392.47023 a.u. The energy above the lowest of the compared OMol25 structures with the same formula, charge and spin comes out at 57.8 kcal/mol. The lowest unoccupied orbital energy (alpha / beta) comes out at -2.42 / -3.63 eV. For the frontier orbital gap (alpha / beta), the calculation gives 8.574 / 6.114 eV. The HOMO energy (alpha / beta) comes out at -10.99 / -9.75 eV.

```
11
Properties=species:S:1:pos:R:3:forces:R:3:mulliken_charge:R:1
C 0.954 0.233 -0.623 2.26 0.65 -1.96 -0.313
C -0.313 -0.484 -0.354 0.37 0.40 -1.54 0.023
N -0.731 -0.775 0.958 -0.38 -0.27 0.31 1.138
O -1.542 -1.654 1.049 -1.21 -1.21 0.40 -0.586
O -0.284 -0.159 1.906 0.65 0.42 0.30 -0.615
O 1.233 1.254 0.275 1.03 0.08 2.09 -0.486
Cl -1.027 -1.339 -1.627 0.25 0.17 0.43 -0.046
Br -2.710 1.750 -0.383 0.27 -0.16 0.02 0.001
H 1.902 -0.455 -0.647 -1.86 0.45 -0.21 0.265
H 0.925 0.734 -1.718 -0.17 -1.27 2.45 0.273
H 1.592 0.893 1.164 -1.19 0.73 -2.30 0.347
```
Positions in Å, forces in eV/Å.

=====

# 5
2 unconnected molecules or ions with the total composition C11H23Cl3N5O in a non-equilibrium geometry, computed with wB97M-V/def2-TZVPD.

The calculation puts the total energy at -2162.14844 a.u. Its total charge is +1. The lowest unoccupied orbital energy comes out at -2.96 eV. For the frontier orbital gap, the calculation gives 8.944 eV. The HOMO energy comes out at -11.90 eV.

```
43
Properties=species:S:1:pos:R:3:forces:R:3:mulliken_charge:R:1
C -1.013 3.039 -1.350 -0.21 0.43 0.94 -0.872
C -0.092 2.478 -0.175 0.30 -0.41 -0.88 -0.509
C 1.022 1.432 -0.670 0.13 1.00 0.75 -0.229
C 2.263 1.593 0.346 0.16 -0.13 -1.01 -0.803
C 3.213 0.296 0.330 -0.06 0.03 0.37 -0.723
C 2.759 -0.828 1.328 -2.12 -1.98 -0.16 0.260
N 1.603 -1.572 0.993 3.46 0.20 3.77 -0.204
C 1.503 -2.510 2.072 1.13 2.04 -1.92 0.301
N 0.503 -3.383 2.025 0.57 0.46 -0.17 0.361
O 0.372 -4.318 3.025 0.39 -0.24 0.68 -0.465
C -0.534 -3.429 0.954 -1.67 -0.25 0.34 -0.995
C -1.813 -2.557 1.403 0.23 -0.35 -0.71 -0.369
C -2.576 -2.052 0.090 0.12 -0.41 0.14 -0.491
N -3.355 -0.791 0.313 1.26 -0.52 0.23 -0.627
N 2.549 -2.331 3.009 -2.60 -1.11 -1.30 -0.124
N 3.317 -1.297 2.539 -0.33 2.03 -2.85 -0.123
H -1.503 3.994 -0.955 0.55 -1.25 -0.66 0.332
H -0.428 3.329 -2.285 -0.81 -0.66 1.29 0.138
H -1.862 2.315 -1.565 1.17 0.85 -0.10 0.228
H -0.736 1.948 0.603 0.86 0.97 -0.77 0.153
H 0.486 3.347 0.285 -0.95 -1.08 -0.40 0.394
H 0.651 0.366 -0.714 0.33 1.18 0.12 0.181
H 1.372 1.748 -1.708 -0.39 -0.56 1.27 0.329
H 1.950 1.911 1.384 0.23 -0.63 -1.08 0.447
H 2.883 2.457 -0.073 -0.68 -1.16 0.70 0.364
H 3.110 -0.147 -0.717 0.32 0.37 1.53 0.284
H 4.283 0.613 0.498 -1.11 -0.58 -0.04 0.398
H 0.330 -3.865 3.893 -0.39 -0.04 -0.56 0.346
H -0.876 -4.511 0.860 0.76 1.32 0.28 0.327
H -0.151 -3.123 -0.060 0.02 -0.08 1.46 0.424
H -1.495 -1.661 2.022 -0.17 -0.97 -0.82 0.340
H -2.487 -3.207 2.057 0.84 0.94 -0.89 0.307
H -3.241 -2.890 -0.303 0.73 1.11 0.55 0.284
H -1.820 -1.828 -0.723 -0.75 -0.39 0.89 0.286
H -3.470 -0.685 1.331 -0.17 0.14 -0.70 0.298
H -2.710 -0.042 0.013 -0.74 -0.26 0.40 0.216
H 2.700 -2.886 3.858 0.34 0.66 -0.68 0.258
H 4.169 -0.915 2.967 -0.77 -0.68 0.03 0.273
C -2.154 3.989 -5.495 -0.12 0.06 0.05 0.008
Cl -3.612 4.951 -5.229 0.15 -0.09 -0.06 -0.110
Cl -0.762 4.735 -4.697 -0.04 0.00 -0.15 -0.117
Cl -2.388 2.333 -4.918 0.03 0.07 -0.08 -0.111
H -1.957 3.954 -6.563 -0.02 0.00 0.18 0.333
```
Positions in Å, forces in eV/Å.

=====

# 6
3 unconnected molecules or ions with the total composition C6H14N3S in a non-equilibrium geometry, computed with wB97M-V/def2-TZVPD.

The calculation puts the total energy at -799.12581 a.u. The energy above the lowest of the compared OMol25 structures with the same formula, charge and spin comes out at 76.1 kcal/mol. Its total charge is +1. The lowest unoccupied orbital energy comes out at -3.82 eV. For the frontier orbital gap, the calculation gives 9.343 eV. The HOMO energy comes out at -13.16 eV.

```
24
Properties=species:S:1:pos:R:3:forces:R:3:mulliken_charge:R:1
C 2.973 1.399 0.232 -0.38 1.14 0.81 -0.138
C 0.994 0.475 0.386 -3.15 1.68 -0.88 0.127
C -1.235 -0.291 -1.165 -0.79 -0.15 0.60 -1.038
C -0.913 2.146 -0.488 0.29 -0.52 -1.09 -1.678
C -2.100 0.472 1.087 -0.40 -0.84 -0.02 -1.318
C -1.251 0.776 -0.080 3.31 -2.45 -0.74 1.326
N 1.693 1.611 0.256 -0.23 0.86 0.15 -0.385
N 1.742 -0.549 0.342 1.72 -2.61 1.09 0.005
N 0.840 -3.124 0.170 -4.09 0.46 -1.88 -0.928
S 3.408 -0.214 0.428 0.06 -0.10 -0.64 0.046
H 3.544 2.312 0.262 1.02 -0.43 -0.25 0.422
H -0.767 0.064 -2.037 1.27 0.52 -0.98 0.369
H -2.284 -0.339 -1.557 0.52 -0.87 0.78 0.488
H -0.699 -1.236 -0.831 -1.49 1.02 -0.46 0.000
H -1.769 2.544 -0.995 -0.75 0.46 -0.39 0.455
H -0.684 2.740 0.345 0.17 0.98 1.14 0.500
H -0.042 2.186 -1.173 -0.81 -0.10 0.33 0.425
H -2.885 -0.312 0.832 0.52 1.53 0.06 0.340
H -2.405 1.459 1.379 -1.12 0.07 0.76 0.425
H -1.623 -0.013 1.939 0.50 0.30 -0.11 0.307
H 1.436 -1.551 0.426 -0.29 -0.06 -0.28 0.442
H 1.010 -3.476 -0.772 0.62 0.04 0.13 0.278
H -0.232 -3.349 0.208 2.47 0.73 0.44 0.285
H 1.252 -3.729 0.805 1.01 -1.65 1.43 0.245
```
Positions in Å, forces in eV/Å.